Below is the molecule C14H27N3O3 at a distorted geometry, with properties calculated with the ωB97M-V functional and the def2-TZVPD basis.

Structure (XYZ):
```
47
Properties=species:S:1:pos:R:3:mulliken_charge:R:1
O 1.1218 0.9803 2.3222 -0.673
O 1.5026 0.0970 -2.2028 -0.726
O -1.8665 -2.7975 0.2173 -0.681
C 2.2503 0.7444 1.9692 0.744
C 1.1716 0.5824 -1.1335 0.038
C -1.2190 -1.7401 0.3932 0.134
N -0.8651 -1.3455 1.6528 -0.045
N 2.7438 1.1408 0.7556 0.024
N 0.1555 0.0476 -0.4524 0.291
C 3.2103 0.0282 2.9432 -1.343
C -0.7993 -2.3402 2.7302 -1.030
C 3.1401 4.7007 -0.1389 -1.525
C 1.0696 5.2390 1.2955 -1.513
C -2.7209 -1.1180 -2.2341 -1.423
C -2.6449 0.9605 -0.7056 -1.444
C 2.0576 4.0655 0.7862 0.769
C 1.1805 2.9908 0.0839 -0.614
C -1.8988 -0.0838 -1.5314 0.513
C 1.9760 1.6461 -0.3050 -0.455
C -0.7700 -0.9508 -0.8627 -0.069
H -0.5885 -0.4480 1.8737 0.150
H 3.7290 0.8442 0.5302 0.295
H -0.0453 0.5439 0.5048 -0.159
H 2.6222 -0.5214 3.6795 0.347
H 3.7798 -0.7523 2.4121 0.409
H 3.7027 0.8063 3.5137 0.320
H -0.9091 -1.8080 3.6751 0.363
H -1.6635 -3.0345 2.6592 0.347
H 0.1539 -2.9437 2.7793 0.266
H 3.5382 3.8643 -0.7794 0.315
H 2.9093 5.6031 -0.6916 0.354
H 3.9311 4.9041 0.4920 0.473
H 0.4294 4.8088 2.0979 0.378
H 1.7096 6.0651 1.6744 0.417
H 0.2878 5.5605 0.5761 0.319
H -3.4429 -0.5090 -2.8169 0.430
H -3.2579 -1.8117 -1.6017 0.277
H -1.9900 -1.6578 -2.8960 0.312
H -3.2443 0.3245 -0.0897 0.368
H -2.0164 1.6514 -0.1540 0.158
H -3.3339 1.5973 -1.3220 0.427
H 2.5494 3.6292 1.6506 0.208
H 0.8436 3.5240 -0.8444 0.506
H 0.2642 2.8002 0.7314 0.131
H -1.4362 0.5918 -2.3058 0.344
H 2.5216 2.0023 -1.1517 0.588
H -0.3349 -1.7208 -1.5589 0.684
```

Results
HOMO   -0.3348 Eh
F_max   4.66 eV Å⁻¹
Energy relative to the best compared isomer or geometry (same formula, charge and spin)   202.5 kJ/mol
Energy   -939.62384 hartree
SMILES string   CNC(=O)[C@H](NC(=O)[C@@H](CC(C)C)NC(C)=O)C(C)C

***

Below is the molecule C14H27NOSi at a distorted geometry, with properties calculated with the ωB97M-V functional and the def2-TZVPD basis.

Structure (XYZ):
```
44
Properties=species:S:1:pos:R:3:mulliken_charge:R:1
N 3.4827 -0.1133 0.6641 -0.607
C 2.8702 -0.2341 1.6557 0.378
O -0.6047 -0.1328 -0.1147 -0.519
C -1.3090 -0.4474 -2.9016 -1.644
C 1.2687 -0.2029 -2.8557 -1.575
C -0.2118 1.6679 -3.6020 -1.748
C -0.8406 -1.8602 3.3497 -0.819
C -1.1419 -2.5075 1.9897 -0.665
C 1.8761 -0.4555 2.6842 -0.650
C -0.6032 -0.3538 3.1713 -0.854
C -0.0161 -2.3684 0.9496 -1.049
C -1.9184 2.2105 -0.5666 -1.254
C 1.0078 2.3758 -0.5109 -1.158
C -0.0794 0.4456 -2.7507 2.029
C 0.5278 -0.0665 2.1275 0.512
C 0.3080 -0.8147 0.7323 0.416
Si -0.3027 1.1958 -1.0509 0.449
H -1.1200 -1.1483 -3.6707 0.479
H -1.4596 -1.0653 -2.0396 0.299
H -2.2766 0.1434 -3.0033 0.266
H 1.9745 0.6341 -3.0475 0.301
H 1.3760 -0.9149 -3.6263 0.475
H 1.5932 -0.7130 -1.9879 0.336
H -1.2761 1.9715 -3.5319 0.363
H 0.3659 2.5632 -3.2513 0.333
H 0.0751 1.6147 -4.6819 0.314
H -1.7058 -1.8851 3.9130 0.452
H -0.0783 -2.3745 3.9453 0.297
H -1.3509 -3.5588 2.0853 0.476
H -2.0662 -2.1361 1.5015 0.234
H 2.1698 0.1187 3.5615 0.416
H 1.8119 -1.5136 2.8660 0.312
H -0.5660 0.2510 4.1569 0.399
H -1.5021 0.0937 2.7419 0.306
H 0.8932 -2.8122 1.4047 0.336
H -0.2094 -2.9304 0.0140 0.481
H -1.7795 3.1947 -0.9506 0.371
H -2.8392 1.7466 -0.8996 0.314
H -1.8810 2.3093 0.5358 0.276
H 1.0269 3.2586 -1.1894 0.470
H 1.9873 1.9183 -0.4453 0.396
H 0.7519 2.5637 0.5796 0.260
H 0.5301 1.0343 1.9034 -0.110
H 1.2414 -0.7023 0.1454 -0.096
```

Results
HOMO   -0.3280 Eh
F_max   3.47 eV Å⁻¹
Energy relative to the best compared isomer or geometry (same formula, charge and spin)   0.0 kJ/mol
Energy   -969.13915 hartree
SMILES string   CC(C)(C)[Si](C)(C)O[C@@H]1CCCC[C@H]1CC#N

***

Below is a cluster of 2 separate species, C14H28BCl2N5O7PS in total at a distorted geometry, with properties calculated with the ωB97M-V functional and the def2-TZVPD basis.

Structure (XYZ):
```
59
Properties=species:S:1:pos:R:3:mulliken_charge:R:1
C 0.7829 -1.4009 -3.5343 -0.548
O -0.6120 -1.2272 -3.0750 -0.379
B -0.5652 -0.7909 -1.7103 0.692
O -1.7931 -0.9758 -0.9471 -0.544
N 0.6135 -0.2520 -0.9649 0.762
C 1.3323 -1.3319 -0.1751 -0.772
C 0.9774 -1.2499 1.4068 0.010
O 0.7849 -2.3325 2.0187 -0.501
C 1.1175 0.9725 -0.8825 -0.491
N 2.3201 1.1770 -0.0989 -0.309
C 2.5897 2.5732 -0.2553 0.567
C 3.8372 3.2357 0.4616 -1.076
C 4.8184 2.1692 1.1873 0.224
C 6.3024 1.9102 0.5951 -0.946
N 4.3972 1.5119 2.2520 -0.550
N 1.5414 3.0837 -1.1060 0.056
P 1.7358 4.7972 -1.4410 0.315
O 1.6390 5.0244 -2.9757 -0.605
N 0.5873 2.1572 -1.5009 0.386
C -0.5588 2.5409 -2.3225 -0.313
Cl -0.5756 1.8180 -4.0364 -0.038
C -2.0183 2.4647 -1.5872 0.089
C -1.9464 2.1389 -0.0248 -0.889
Cl -3.2253 1.3967 -2.5153 -0.102
H 0.7432 -1.6637 -4.6505 0.258
H 1.3329 -2.2244 -2.9692 0.252
H 1.3369 -0.3900 -3.4773 0.184
H -1.9632 -1.9514 -1.0331 0.205
H 0.9410 -2.3792 -0.4761 0.415
H 2.4501 -1.3712 -0.3818 0.493
H 0.9096 -0.2588 1.9705 0.304
H 4.4619 3.7653 -0.3475 0.507
H 3.5074 4.0318 1.2319 0.398
H 6.4106 0.8106 0.3142 0.279
H 7.0715 2.1652 1.4170 0.316
H 6.4964 2.5469 -0.3391 0.297
H 3.4279 1.8668 2.4164 0.270
H 2.9910 5.3440 -1.0407 0.168
H 0.6055 5.4945 -0.8786 0.152
H -0.4823 3.6639 -2.5904 0.237
H -2.5278 3.5011 -1.6403 0.407
H -3.0157 2.1488 0.3785 0.362
H -1.4265 3.0491 0.4699 0.335
H -1.3357 1.2305 0.2695 0.097
O -3.9149 -5.7226 1.0898 -0.645
S -4.3676 -4.3713 1.2888 1.130
O -4.0020 -3.3073 0.3876 -0.499
O -4.0168 -3.9166 2.7998 -0.253
C -2.6701 -4.0521 3.2514 -0.576
C -1.7974 -2.9277 2.7311 -0.763
C -6.1292 -4.3809 1.4653 -0.986
H -2.2631 -5.0291 2.9756 0.345
H -2.6960 -4.0115 4.3431 0.304
H -1.6703 -2.9999 1.6488 0.182
H -0.8108 -2.9625 3.1902 0.494
H -2.2533 -1.9559 2.9393 0.253
H -6.4056 -5.1396 2.1964 0.349
H -6.5629 -4.6201 0.4942 0.376
H -6.4570 -3.3929 1.7869 0.312
```

Results
HOMO   -0.4617 Eh
F_max   7.30 eV Å⁻¹
Energy relative to the best compared isomer or geometry (same formula, charge and spin)   519.0 kJ/mol
Net charge   +1
Energy   -3035.14521 hartree

***

Repeat the second record exactly.
Below is the molecule C14H27NOSi at a distorted geometry, with properties calculated with the ωB97M-V functional and the def2-TZVPD basis.

Structure (XYZ):
```
44
Properties=species:S:1:pos:R:3:mulliken_charge:R:1
N 3.4827 -0.1133 0.6641 -0.607
C 2.8702 -0.2341 1.6557 0.378
O -0.6047 -0.1328 -0.1147 -0.519
C -1.3090 -0.4474 -2.9016 -1.644
C 1.2687 -0.2029 -2.8557 -1.575
C -0.2118 1.6679 -3.6020 -1.748
C -0.8406 -1.8602 3.3497 -0.819
C -1.1419 -2.5075 1.9897 -0.665
C 1.8761 -0.4555 2.6842 -0.650
C -0.6032 -0.3538 3.1713 -0.854
C -0.0161 -2.3684 0.9496 -1.049
C -1.9184 2.2105 -0.5666 -1.254
C 1.0078 2.3758 -0.5109 -1.158
C -0.0794 0.4456 -2.7507 2.029
C 0.5278 -0.0665 2.1275 0.512
C 0.3080 -0.8147 0.7323 0.416
Si -0.3027 1.1958 -1.0509 0.449
H -1.1200 -1.1483 -3.6707 0.479
H -1.4596 -1.0653 -2.0396 0.299
H -2.2766 0.1434 -3.0033 0.266
H 1.9745 0.6341 -3.0475 0.301
H 1.3760 -0.9149 -3.6263 0.475
H 1.5932 -0.7130 -1.9879 0.336
H -1.2761 1.9715 -3.5319 0.363
H 0.3659 2.5632 -3.2513 0.333
H 0.0751 1.6147 -4.6819 0.314
H -1.7058 -1.8851 3.9130 0.452
H -0.0783 -2.3745 3.9453 0.297
H -1.3509 -3.5588 2.0853 0.476
H -2.0662 -2.1361 1.5015 0.234
H 2.1698 0.1187 3.5615 0.416
H 1.8119 -1.5136 2.8660 0.312
H -0.5660 0.2510 4.1569 0.399
H -1.5021 0.0937 2.7419 0.306
H 0.8932 -2.8122 1.4047 0.336
H -0.2094 -2.9304 0.0140 0.481
H -1.7795 3.1947 -0.9506 0.371
H -2.8392 1.7466 -0.8996 0.314
H -1.8810 2.3093 0.5358 0.276
H 1.0269 3.2586 -1.1894 0.470
H 1.9873 1.9183 -0.4453 0.396
H 0.7519 2.5637 0.5796 0.260
H 0.5301 1.0343 1.9034 -0.110
H 1.2414 -0.7023 0.1454 -0.096
```

Results
HOMO   -0.3280 Eh
F_max   3.47 eV Å⁻¹
Energy relative to the best compared isomer or geometry (same formula, charge and spin)   0.0 kJ/mol
Energy   -969.13915 hartree
SMILES string   CC(C)(C)[Si](C)(C)O[C@@H]1CCCC[C@H]1CC#N